A cluster of 12 separate species, C55H136N8O16 in total at a distorted geometry. Source: the Open Molecules 2025 dataset; level of theory: ωB97M-V/def2-TZVPD.

For the HOMO-LUMO gap, the calculation gives 8.2 eV. The total energy comes out at -103914.2305 eV.

Structure (ORCA input):
```
! RIJCOSX wB97M-V def2-TZVPD def2/J DEFGRID3
* xyz 0 1
C -31.914 -0.809 -6.343
C -31.737 -2.050 -5.514
C -30.546 -2.866 -6.109
C -31.484 -1.600 -4.040
C -31.657 -2.712 -2.990
C -33.055 -3.370 -3.237
C -33.305 -3.876 -4.666
C -32.412 -5.171 -4.908
C -34.790 -4.290 -4.809
N -32.944 -2.828 -5.585
O -33.308 -3.258 -6.878
H -32.847 -0.267 -6.114
H -31.101 -0.099 -6.119
H -31.978 -1.108 -7.386
H -30.803 -3.201 -7.121
H -29.728 -2.174 -6.307
H -30.200 -3.684 -5.492
H -30.429 -1.232 -3.957
H -32.241 -0.814 -3.910
H -30.842 -3.416 -3.053
H -31.580 -2.202 -2.022
H -33.904 -2.705 -3.040
H -33.133 -4.244 -2.550
H -32.943 -6.103 -4.665
H -31.584 -5.116 -4.216
H -32.067 -5.282 -5.945
H -35.047 -4.697 -5.794
H -35.417 -3.391 -4.669
H -34.993 -5.025 -4.022
H -32.679 -3.916 -7.241
C -24.132 0.500 -5.026
C -24.369 -0.585 -3.884
C -23.397 -1.820 -4.108
C -23.999 0.157 -2.555
C -24.610 -0.640 -1.341
C -26.118 -0.734 -1.540
C -26.496 -1.527 -2.850
C -26.087 -2.988 -2.688
C -27.973 -1.353 -3.074
N -25.799 -0.875 -3.961
O -26.127 -1.510 -5.169
H -23.071 0.778 -5.019
H -24.425 0.041 -5.978
H -24.796 1.329 -4.809
H -23.832 -2.545 -4.834
H -22.455 -1.417 -4.523
H -23.154 -2.393 -3.207
H -22.907 0.217 -2.487
H -24.437 1.159 -2.629
H -24.142 -1.620 -1.219
H -24.379 -0.136 -0.395
H -26.494 0.301 -1.646
H -26.573 -1.227 -0.688
H -26.736 -3.389 -1.919
H -25.070 -3.040 -2.271
H -26.134 -3.572 -3.597
H -28.340 -2.021 -3.859
H -28.114 -0.317 -3.428
H -28.508 -1.506 -2.135
H -25.706 -2.410 -5.264
C -20.810 -7.669 -7.605
C -20.201 -6.554 -8.447
C -18.936 -7.109 -9.143
C -21.374 -6.076 -9.413
C -20.962 -4.798 -10.167
C -20.693 -3.672 -9.112
C -19.594 -4.104 -8.053
C -18.177 -4.076 -8.684
C -19.614 -3.063 -6.943
N -19.988 -5.437 -7.511
O -18.967 -5.747 -6.600
H -21.634 -7.183 -7.102
H -21.091 -8.531 -8.246
H -20.087 -7.980 -6.871
H -18.050 -7.105 -8.495
H -19.229 -8.144 -9.425
H -18.751 -6.643 -10.117
H -21.710 -6.923 -10.013
H -22.284 -5.842 -8.830
H -20.088 -4.979 -10.808
H -21.767 -4.530 -10.858
H -21.625 -3.575 -8.526
H -20.311 -2.734 -9.495
H -18.047 -3.008 -8.876
H -17.998 -4.646 -9.593
H -17.460 -4.354 -7.908
H -20.607 -3.121 -6.533
H -19.438 -2.045 -7.226
H -18.945 -3.349 -6.133
H -19.334 -5.797 -5.697
C -30.377 -5.333 -8.644
O -31.777 -5.166 -8.667
C -32.357 -5.536 -9.893
C -31.941 -4.652 -11.046
C -32.101 -3.211 -10.726
N -32.759 -5.162 -12.178
H -29.870 -4.461 -9.090
H -30.135 -6.241 -9.269
H -30.015 -5.459 -7.624
H -32.063 -6.595 -10.029
H -33.444 -5.448 -9.768
H -30.878 -4.848 -11.298
H -31.664 -2.632 -11.539
H -31.602 -2.971 -9.789
H -33.164 -3.007 -10.580
H -33.732 -5.025 -11.902
H -32.642 -4.654 -13.052
C -24.798 -2.041 -15.286
O -23.891 -1.103 -14.685
C -24.630 -0.307 -13.807
C -23.947 1.033 -13.655
C -22.576 0.915 -13.014
N -24.925 1.921 -12.941
H -24.210 -2.517 -16.078
H -25.661 -1.500 -15.744
H -25.140 -2.794 -14.574
H -25.637 -0.093 -14.159
H -24.611 -0.812 -12.833
H -23.777 1.332 -14.715
H -21.957 0.273 -13.628
H -22.609 0.504 -11.983
H -22.051 1.886 -12.911
H -25.020 1.551 -12.019
H -24.714 2.908 -12.969
C -28.756 -6.781 -5.134
O -28.095 -6.992 -6.312
C -27.947 -8.402 -6.605
C -28.737 -8.732 -7.822
C -30.223 -8.951 -7.499
N -28.106 -9.933 -8.409
H -28.370 -7.409 -4.332
H -29.822 -6.981 -5.276
H -28.635 -5.723 -4.909
H -26.882 -8.470 -6.928
H -28.124 -8.957 -5.667
H -28.618 -7.893 -8.495
H -30.227 -9.996 -7.136
H -30.925 -8.956 -8.347
H -30.606 -8.337 -6.687
H -28.246 -10.795 -7.888
H -27.111 -9.799 -8.595
C -22.217 -4.687 -14.343
O -22.903 -4.538 -13.125
C -23.780 -5.598 -12.937
C -24.617 -5.271 -11.752
C -25.773 -6.270 -11.569
N -25.093 -3.923 -12.008
H -21.677 -3.759 -14.517
H -22.899 -4.859 -15.201
H -21.516 -5.520 -14.170
H -24.380 -5.716 -13.851
H -23.336 -6.593 -12.787
H -23.963 -5.314 -10.852
H -25.380 -7.280 -11.399
H -26.445 -6.308 -12.434
H -26.401 -5.949 -10.712
H -25.659 -3.673 -11.190
H -24.290 -3.297 -11.979
C -24.400 -1.189 -9.714
O -25.356 -2.201 -9.278
C -25.089 -2.582 -7.922
C -25.777 -3.864 -7.644
C -27.347 -3.799 -7.632
N -25.286 -4.380 -6.346
H -23.424 -1.526 -9.353
H -24.596 -0.175 -9.344
H -24.379 -1.166 -10.807
H -23.986 -2.634 -7.753
H -25.534 -1.827 -7.261
H -25.523 -4.544 -8.474
H -27.785 -4.804 -7.605
H -27.587 -3.276 -8.548
H -27.705 -3.153 -6.825
H -24.323 -4.667 -6.545
H -25.785 -5.207 -6.021
O -29.905 -1.511 -13.040
C -28.590 -1.360 -12.383
C -28.153 0.056 -12.429
O -29.093 0.887 -11.759
H -29.775 -1.510 -13.988
H -28.852 -1.713 -11.387
H -27.856 -2.050 -12.836
H -27.968 0.368 -13.460
H -27.211 0.177 -11.887
H -29.997 0.575 -11.879
O -20.617 -5.489 -4.287
C -21.874 -4.942 -4.578
C -22.900 -5.463 -3.586
O -22.408 -5.126 -2.294
H -20.391 -5.354 -3.369
H -21.885 -3.832 -4.490
H -22.122 -5.214 -5.618
H -22.966 -6.543 -3.718
H -23.864 -4.980 -3.815
H -23.131 -5.151 -1.680
O -26.803 0.358 -7.209
C -28.217 0.268 -7.234
C -28.689 0.369 -8.640
O -28.209 1.576 -9.155
H -26.546 0.108 -6.302
H -28.511 -0.677 -6.789
H -28.683 1.105 -6.732
H -29.770 0.384 -8.638
H -28.337 -0.472 -9.238
H -28.463 1.678 -10.094
O -25.821 3.173 -7.005
C -24.612 3.442 -7.751
C -24.910 3.361 -9.246
O -25.315 2.059 -9.601
H -26.039 2.224 -6.941
H -24.345 4.510 -7.587
H -23.825 2.765 -7.440
H -24.029 3.612 -9.868
H -25.712 4.058 -9.507
H -26.180 1.912 -9.181
*
```


A cluster of 12 separate species, C55H138N8O25 in total at a distorted geometry. Source: the Open Molecules 2025 dataset; level of theory: ωB97M-V/def2-TZVPD.

For the HOMO-LUMO gap, the calculation gives 7.5 eV. The total energy comes out at -122341.6132 eV.

Structure (ORCA input):
```
! RIJCOSX wB97M-V def2-TZVPD def2/J DEFGRID3
* xyz 4 1
C 15.232 11.595 17.080
O 15.568 10.306 17.409
C 14.471 9.485 17.766
C 14.992 8.670 18.995
N 15.473 9.538 20.157
H 16.387 9.952 19.867
H 14.857 10.356 20.286
C 15.535 8.966 21.552
C 15.883 10.029 22.541
O 17.218 9.795 22.951
C 17.590 10.650 23.979
H 16.152 12.190 17.116
H 14.493 11.975 17.821
H 14.892 11.750 16.050
H 14.228 8.763 16.961
H 13.648 10.099 18.136
H 15.825 8.012 18.709
H 14.152 8.064 19.250
H 16.289 8.249 21.570
H 14.539 8.593 21.739
H 15.121 10.036 23.346
H 15.783 11.060 22.127
H 17.645 11.697 23.609
H 18.601 10.427 24.310
H 16.885 10.612 24.834
C 9.298 19.085 22.916
O 9.856 20.404 22.770
C 9.185 21.208 21.816
C 9.947 22.528 21.728
N 10.209 23.041 23.077
H 9.438 22.963 23.731
H 10.956 22.460 23.509
C 10.613 24.487 23.220
C 11.974 24.666 22.543
O 12.673 23.506 22.957
C 13.932 23.420 22.298
H 9.987 18.602 23.583
H 9.195 18.555 21.929
H 8.342 19.045 23.445
H 8.169 21.439 22.124
H 9.009 20.724 20.875
H 9.318 23.220 21.186
H 10.880 22.395 21.255
H 10.723 24.718 24.249
H 9.836 25.168 22.852
H 12.427 25.593 22.871
H 11.948 24.554 21.433
H 14.235 22.390 22.455
H 14.585 24.126 22.786
H 13.905 23.751 21.231
C 26.151 10.574 12.863
O 24.960 9.823 12.787
C 24.879 8.740 13.709
C 23.529 8.150 13.860
N 22.561 9.064 14.547
H 22.111 8.543 15.309
H 23.166 10.096 15.602
C 21.525 9.672 13.661
C 20.220 9.879 14.402
O 19.189 10.364 13.519
C 17.916 10.239 14.122
H 26.262 11.073 13.820
H 26.001 11.435 12.193
H 27.113 10.062 12.696
H 25.261 9.051 14.653
H 25.603 7.981 13.364
H 23.718 7.189 14.366
H 23.204 7.932 12.797
H 21.304 9.106 12.739
H 21.932 10.616 13.365
H 20.308 10.634 15.189
H 19.918 8.909 14.876
H 17.884 10.949 14.965
H 17.793 9.197 14.478
H 17.154 10.614 13.424
C 18.550 12.497 11.425
O 19.726 12.436 10.585
C 19.395 11.887 9.331
C 20.678 12.044 8.553
N 21.783 11.596 9.354
H 21.562 11.894 10.340
H 21.843 10.584 9.319
C 23.142 12.118 8.878
C 24.143 11.760 9.937
O 23.791 12.313 11.181
C 24.290 13.618 11.402
H 18.863 13.043 12.311
H 18.205 11.477 11.655
H 17.803 13.138 10.992
H 18.711 12.541 8.813
H 18.975 10.869 9.363
H 20.937 13.075 8.354
H 20.554 11.489 7.626
H 23.044 13.225 8.691
H 23.367 11.706 7.898
H 25.135 12.104 9.610
H 24.169 10.707 10.109
H 25.346 13.596 11.562
H 23.913 14.076 12.325
H 24.040 14.258 10.534
C 20.688 20.621 17.898
O 21.187 21.535 18.840
C 21.814 22.753 18.445
C 23.318 22.566 18.338
N 24.010 22.248 19.578
H 24.995 22.225 19.545
H 23.770 22.858 20.311
C 23.737 20.792 20.088
C 25.067 20.201 20.493
O 26.034 20.636 19.526
C 27.222 19.983 19.791
H 20.033 21.186 17.216
H 20.088 19.947 18.472
H 21.571 20.234 17.376
H 21.666 23.361 19.330
H 21.256 23.243 17.584
H 23.762 23.564 18.003
H 23.599 21.828 17.596
H 23.136 20.348 19.384
H 23.097 20.910 20.972
H 25.038 19.089 20.520
H 25.409 20.569 21.459
H 27.963 20.375 19.157
H 27.123 18.912 19.593
H 27.546 20.091 20.818
C 23.098 8.808 23.905
O 22.565 9.801 23.031
C 22.742 11.119 23.426
C 22.316 11.815 22.118
N 23.071 11.075 21.039
H 22.926 10.086 21.191
H 22.810 11.254 20.064
C 24.618 11.184 21.006
C 25.193 9.936 20.411
O 24.428 8.849 20.892
C 24.906 7.553 20.506
H 23.952 8.323 23.450
H 22.372 8.002 24.103
H 23.395 9.209 24.904
H 23.793 11.288 23.745
H 22.191 11.460 24.282
H 22.504 12.868 22.024
H 21.253 11.626 22.016
H 25.043 11.361 22.002
H 24.948 12.092 20.486
H 26.204 9.839 20.812
H 25.257 9.948 19.339
H 25.824 7.287 21.017
H 24.990 7.395 19.419
H 24.100 6.946 20.915
C 17.901 14.975 15.471
O 17.922 13.700 16.199
C 19.257 13.227 16.423
C 19.386 12.310 17.599
N 18.699 12.794 18.787
H 17.923 13.285 18.391
H 18.297 11.990 19.345
C 19.557 13.672 19.641
C 19.883 15.068 19.221
O 18.793 15.925 19.006
C 18.041 16.097 20.181
H 16.976 15.044 14.885
H 18.768 15.085 14.848
H 18.009 15.752 16.226
H 19.858 14.134 16.612
H 19.509 12.852 15.438
H 20.469 12.117 17.772
H 18.938 11.346 17.418
H 20.506 13.097 19.605
H 19.167 13.562 20.635
H 20.463 15.152 18.335
H 20.488 15.426 20.064
H 17.739 15.218 20.724
H 17.178 16.648 19.763
H 18.529 16.772 20.962
C 9.601 14.006 23.715
O 9.500 13.514 22.349
C 9.774 12.091 22.402
C 9.592 11.401 21.047
N 10.723 11.918 20.170
H 10.354 12.791 19.855
H 11.788 12.068 20.640
C 11.063 11.045 18.945
C 9.833 11.003 18.072
O 9.334 12.280 17.786
C 7.948 12.357 17.331
H 8.982 13.417 24.405
H 9.239 15.008 23.654
H 10.655 13.948 23.964
H 9.085 11.702 23.114
H 10.676 11.888 22.896
H 8.650 11.556 20.550
H 9.754 10.335 21.095
H 11.441 10.038 19.088
H 11.842 11.615 18.478
H 9.133 10.355 18.554
H 9.968 10.508 17.092
H 7.450 11.523 17.865
H 7.940 12.134 16.243
H 7.490 13.350 17.570
C 19.673 8.863 21.030
C 19.397 9.884 20.044
O 18.242 10.217 19.649
O 20.401 10.523 19.588
H 20.595 8.313 20.806
H 18.811 8.280 21.116
H 19.994 9.290 22.003
C 19.256 14.268 24.423
C 18.883 13.917 23.002
O 19.828 13.316 22.396
O 17.718 14.112 22.565
H 18.492 14.842 24.951
H 20.222 14.830 24.554
H 19.283 13.252 24.886
C 14.791 14.215 21.018
C 14.061 12.884 20.744
O 12.824 12.768 21.139
O 14.707 11.998 20.202
H 14.244 14.669 21.831
H 14.653 14.815 20.129
H 15.834 14.058 21.289
O 21.872 9.698 17.376
C 22.917 10.533 17.463
O 23.512 10.721 16.275
O 23.297 11.078 18.475
H 21.328 9.799 18.205
*
```


| no. | E_HOMO (eV) |
| --- | --- |
| 1 | -8.04 |
| 2 | -13.12 |